(1)
# C10H16AgN3P2

C10H16AgN3P2 as an isolated structure (wB97M-V/def2-TZVPD, the Open Molecules 2025 dataset).

```
32
Properties=species:S:1:pos:R:3:forces:R:3:nbo_charge:R:1
Ag 0.0201 0.2835 -0.2422 0.32 0.00 0.14 0.6711
C 3.5596 -0.9034 -0.9200 0.05 -0.02 0.03 -0.9406
P 2.3896 0.0538 0.0896 -0.20 0.11 -0.04 0.8199
C 3.2237 1.6623 0.2784 0.07 -0.02 -0.01 -0.9468
C 2.5916 -0.7003 1.7535 0.01 0.00 0.02 -0.7130
C 1.7786 -0.0117 2.8589 0.02 0.00 -0.03 -0.7120
P -0.0139 0.1544 2.4493 -0.11 -0.10 -0.11 0.7591
C -0.5992 -1.5700 2.6387 -0.02 0.01 0.06 -0.9486
C -0.6778 0.9305 3.9596 0.02 0.02 0.03 -0.9344
H 3.6110 -0.4824 -1.9233 -0.02 0.02 0.00 0.2512
H 3.2193 -1.9351 -1.0033 -0.01 0.00 0.01 0.2495
H 4.5555 -0.8879 -0.4730 0.00 -0.02 -0.02 0.2303
H 4.2158 1.5390 0.7178 0.00 0.01 0.00 0.2299
H 2.6300 2.3224 0.9098 -0.01 -0.02 0.01 0.2471
H 3.3241 2.1356 -0.6981 -0.01 0.00 0.00 0.2509
H 3.6576 -0.6931 1.9980 0.00 -0.01 0.04 0.2309
H 2.2955 -1.7489 1.6646 -0.02 -0.01 -0.01 0.2372
H 2.1666 0.9955 3.0343 -0.01 0.01 0.00 0.2286
H 1.8892 -0.5594 3.7987 0.03 -0.02 0.00 0.2321
H -0.2949 -1.9974 3.5970 0.00 0.01 0.00 0.2240
H -0.2231 -2.1988 1.8308 0.02 0.02 -0.01 0.2328
H -1.6892 -1.5771 2.5784 0.00 0.03 0.00 0.2690
H -0.4082 0.3560 4.8481 -0.01 0.01 0.01 0.2254
H -1.7644 0.9797 3.8838 -0.01 -0.03 -0.02 0.2659
H -0.2990 1.9476 4.0584 0.01 0.00 -0.01 0.2386
N -1.9836 0.1678 -0.8474 -0.02 0.06 -0.28 -0.6321
C -3.0927 0.3381 -0.5541 -0.31 -0.12 0.34 0.4749
C -4.3765 0.4490 -0.0401 0.05 0.02 -0.12 -0.5932
C -5.4284 1.0349 -0.7918 0.09 -0.12 0.13 0.3005
N -6.2831 1.5074 -1.4053 0.04 0.00 0.01 -0.3631
C -4.5385 0.0051 1.2989 -0.03 0.25 -0.13 0.3179
N -4.6123 -0.3247 2.4037 0.07 -0.09 -0.03 -0.4032
```
Forces are in eV/Å.

The charge is 0. The HOMO-LUMO gap is 7.69 eV. The value obtained for the LUMO energy is 0.07 eV. The value obtained for the total energy is -37676.140 eV.

***

(2)
# C10H16AsBBrF5INOPtSTe

C10H16AsBBrF5INOPtSTe as an isolated structure at a distorted geometry (wB97M-V/def2-TZVPD, the Open Molecules 2025 dataset).

```
40
Properties=species:S:1:pos:R:3:forces:R:3:nbo_charge:R:1
Pt 1.0309 -0.2781 0.4788 0.26 -0.22 -0.03 0.6388
F -0.6970 0.2918 2.8870 -0.32 0.05 -0.33 -0.6286
Te -0.7507 -1.5907 2.9848 0.09 -0.37 0.99 3.4441
F -0.6863 -3.3259 3.6414 -0.03 -0.06 -0.15 -0.6108
F -2.3310 -1.2524 3.8849 0.06 -0.11 0.18 -0.5938
F 0.2222 -1.2656 4.5308 0.07 0.06 -0.05 -0.6084
F -1.9515 -2.3880 1.7552 -0.17 0.34 -0.20 -0.6436
O 0.6225 -1.7873 1.8018 0.12 0.09 -0.26 -1.0980
Br 0.8530 4.1814 -3.1633 -0.01 0.02 -0.02 0.0888
C 0.0253 4.0861 -1.4685 -0.01 -0.02 -0.08 -0.1315
C -0.9420 5.0277 -1.1434 0.01 -0.01 -0.02 -0.2221
C -1.5573 4.9809 0.0955 -0.02 0.01 0.02 -0.1842
C -1.2044 4.0059 1.0177 0.01 0.00 0.00 -0.1827
C -0.2368 3.0682 0.6998 0.04 0.11 -0.04 -0.2314
C 0.3635 3.1051 -0.5524 0.07 -0.04 0.16 -0.1878
I 1.8398 1.6770 -0.9829 -0.22 -0.05 -0.02 0.5082
H -1.2036 5.7901 -1.8635 0.00 0.00 0.00 0.2365
H -2.3112 5.7163 0.3422 0.00 0.00 0.00 0.2278
H -1.6737 3.9716 1.9914 0.00 0.00 0.00 0.2330
H 0.0518 2.3214 1.4258 0.00 -0.05 0.02 0.2513
B 5.5828 -1.4791 0.7782 0.04 0.01 0.00 -0.5927
C 4.0703 -1.0637 0.7290 -0.06 0.00 -0.10 0.4796
N 2.9592 -0.7574 0.6416 0.09 0.07 0.28 -0.6684
H 5.6755 -2.4788 0.1006 0.00 0.00 0.00 0.0175
H 5.8663 -1.6784 1.9351 -0.01 0.00 0.00 0.0250
H 6.1996 -0.5487 0.3064 -0.01 0.00 -0.01 0.0143
C -0.3877 -3.2490 -0.7913 -0.02 -0.01 -0.04 -0.9584
As -1.3533 -1.6555 -1.2496 -0.01 0.02 -0.09 1.4825
C -3.2035 -2.1124 -1.4660 0.01 -0.02 0.05 -0.9684
C -0.6858 -1.1111 -2.9677 -0.02 -0.03 -0.02 -0.9718
S -1.2496 0.0065 0.1071 0.05 0.19 -0.28 -0.4867
H -0.5962 -3.9855 -1.5682 -0.01 0.01 0.00 0.2424
H -0.7166 -3.6049 0.1790 0.00 0.00 0.02 0.2834
H 0.6758 -3.0238 -0.7614 0.00 0.01 0.02 0.2678
H -3.3095 -2.8698 -2.2404 0.01 -0.01 0.00 0.2463
H -3.7550 -1.2163 -1.7426 -0.01 0.00 0.01 0.2541
H -3.5659 -2.4909 -0.5119 -0.01 0.01 -0.01 0.2703
H -0.8609 -1.8965 -3.7020 0.00 0.00 0.01 0.2454
H 0.3824 -0.9252 -2.8727 0.00 0.01 0.00 0.2580
H -1.1913 -0.1952 -3.2664 0.01 0.00 0.00 0.2544
```
Forces are in eV/Å.

The charge is 0. The HOMO-LUMO gap is 8.09 eV. The value obtained for the LUMO energy is -1.16 eV. For the energy relative to the best compared isomer or geometry (same formula, charge and spin), the calculation gives 0.0 kcal per mole. The value obtained for the total energy is -188787.653 eV.

***

(3)
# C10H16BF5NO4

A 2-piece molecular cluster, C10H16BF5NO4 overall (wB97M-V/def2-TZVPD, the Open Molecules 2025 dataset).

```
37
Properties=species:S:1:pos:R:3:forces:R:3:nbo_charge:R:1
C 0.2721 4.7785 0.3784 0.18 0.52 -0.25 -0.4246
C -0.0732 3.6338 0.9286 -0.04 -0.34 0.30 -0.1795
C -0.7897 2.5315 0.1916 0.62 -0.20 -0.11 0.0529
O -1.0740 2.8868 -1.1183 -0.26 0.04 -0.05 -0.7354
B -0.1188 2.1828 -2.0422 0.12 -0.22 0.02 0.4416
O 0.8656 1.5536 -1.0766 0.17 -0.16 -0.09 -0.7464
C 0.1212 1.2752 0.0651 -0.61 0.31 0.14 0.0913
C -0.7165 -0.0023 -0.0337 -0.08 -0.31 0.16 -0.4385
C 0.1044 -1.2787 0.1609 0.03 0.25 0.06 -0.3875
C 1.3331 -1.4381 -0.7463 0.00 -0.14 0.26 -0.4977
C 1.1104 -2.1854 -2.0521 0.14 0.22 -0.04 0.6171
F 2.1039 -3.1174 -2.1916 0.23 -0.11 -0.02 -0.3448
F -0.0461 -2.8930 -2.0503 -0.22 -0.20 -0.04 -0.3333
C 1.1222 -1.3577 -3.3786 -0.04 -0.06 -0.11 0.9213
F -0.1162 -1.0541 -3.7557 0.12 0.07 0.06 -0.2978
F 1.8427 -0.2515 -3.2598 0.00 -0.09 -0.08 -0.2919
F 1.6717 -2.0934 -4.3765 -0.13 0.10 0.10 -0.3338
H 0.1965 4.9079 -0.6940 -0.39 0.12 0.02 0.2197
H 0.6381 5.6056 0.9761 0.38 -0.11 -0.03 0.1703
H 0.2007 3.4445 1.9663 -0.41 0.04 0.14 0.1716
H -1.6974 2.2920 0.7676 -0.08 0.00 -0.07 0.1516
H -0.7126 1.2978 -2.6773 -0.06 0.13 -0.04 -0.1687
H 0.4587 2.9431 -2.8150 0.04 0.06 0.08 -0.1399
H 0.7465 1.1884 0.9686 0.24 -0.01 -0.15 0.1496
H -1.4450 0.0256 0.7807 -0.06 -0.03 -0.03 0.2054
H -1.2865 -0.0443 -0.9638 0.16 0.21 -0.11 0.2276
H 0.4835 -1.2573 1.1884 0.06 -0.02 -0.01 0.1916
H -0.5406 -2.1568 0.0844 0.03 -0.02 0.01 0.2019
H 1.7917 -0.4661 -0.9249 -0.10 0.02 -0.16 0.2879
H 2.0672 -2.0529 -0.2212 0.01 -0.02 -0.02 0.2157
C -1.2835 -3.3234 3.8954 -0.05 -0.04 -0.06 -0.4845
N -1.1454 -1.9075 3.4534 0.04 -0.01 -0.05 0.5345
O -1.9947 -1.4638 2.7138 -0.02 0.00 0.14 -0.3550
O -0.1767 -1.3033 3.8674 -0.07 -0.01 0.02 -0.3819
H -2.1818 -3.7317 3.4483 0.00 0.02 -0.01 0.2282
H -0.3942 -3.8502 3.5629 0.02 0.01 0.03 0.2346
H -1.3371 -3.3184 4.9797 0.05 0.00 0.00 0.2270
```
Forces are in eV/Å.

The charge is -1. The HOMO-LUMO gap is 5.98 eV. The value obtained for the LUMO energy is 2.18 eV. The value obtained for the total energy is -34572.803 eV.

***

Question: charge of number 1 (C10H16AgN3P2)?
Answer: 0